# 1
A molecular structure, C54H48AsF6N3OP2ReSTe2 at a distorted geometry. Source: OMol25; level of theory: ωB97M-V/def2-TZVPD.

- Gap between HOMO and LUMO (alpha / beta): 6.344 / 5.852 eV
- F_max: 0.03726 Eh/bohr

Structure (ORCA input):
```
! wB97M-V def2-TZVPD RIJCOSX def2/J DEFGRID3
* xyz 0 4
Re -1.252 -0.123 -0.747
Te 0.609 1.188 4.502
C -0.987 2.205 5.440
C -2.302 1.944 5.078
C -3.317 2.643 5.711
N -3.114 3.568 6.654
C -1.848 3.796 6.999
C -0.760 3.143 6.434
C -0.354 1.004 2.622
P -0.254 -0.693 2.347
C 1.317 -1.460 2.765
C 1.424 -2.749 3.282
C 2.674 -3.324 3.445
C 3.816 -2.626 3.078
C 3.713 -1.354 2.531
C 2.465 -0.769 2.373
C -1.569 -1.364 3.422
C -2.857 -1.373 2.882
C -3.943 -1.767 3.647
C -3.757 -2.169 4.965
C -2.482 -2.176 5.505
C -1.393 -1.772 4.740
P 0.196 2.390 1.525
C -0.154 3.854 2.617
C -1.426 4.368 2.873
C -1.602 5.484 3.678
C -0.499 6.112 4.243
C 0.775 5.625 3.987
C 0.941 4.509 3.176
C -1.289 2.641 0.415
C -2.507 1.838 0.638
C -3.603 1.798 -0.138
C -3.872 2.671 -1.331
C -2.190 4.011 -1.545
C -1.151 3.564 -0.547
H -2.525 1.216 4.306
H -4.352 2.454 5.446
H -1.691 4.552 7.761
H 0.245 3.388 6.760
H 0.533 -3.313 3.527
H 2.757 -4.327 3.843
H 4.790 -3.083 3.200
H 4.603 -0.819 2.225
H 2.373 0.218 1.928
H -3.006 -1.066 1.852
H -4.939 -1.753 3.220
H -4.604 -2.475 5.566
H -2.330 -2.492 6.529
H -0.404 -1.770 5.177
H -2.299 3.884 2.448
H -2.599 5.859 3.874
H -0.633 6.976 4.882
H 1.640 6.118 4.413
H 1.938 4.141 2.962
H -2.513 1.293 1.579
H -4.433 1.182 0.195
H -4.856 2.476 -1.755
H -1.842 4.878 -2.101
H -0.190 4.070 -0.613
S 1.372 -0.216 -3.522
C 1.233 1.519 -3.710
C 2.337 2.233 -4.175
C 2.210 3.565 -4.512
C 0.969 4.182 -4.431
C -0.123 3.481 -3.951
C -0.011 2.148 -3.545
As -1.559 1.300 -2.701
C -2.756 2.835 -2.424
C -3.608 4.161 -0.922
C -4.500 5.150 -1.606
C -4.783 5.177 -2.906
C -4.222 4.283 -3.927
C -3.342 3.296 -3.744
C -2.420 0.346 -4.147
C -1.702 -0.134 -5.232
C -2.299 -1.009 -6.131
C -3.615 -1.403 -5.950
C -4.347 -0.907 -4.876
C -3.749 -0.042 -3.972
H 3.288 1.726 -4.275
H 3.071 4.116 -4.866
H 0.851 5.213 -4.738
H -1.072 3.990 -3.879
H -3.607 4.329 0.153
H -4.972 5.887 -0.966
H -5.475 5.931 -3.264
H -4.552 4.464 -4.944
H -3.033 2.749 -4.626
H -0.671 0.162 -5.383
H -1.730 -1.389 -6.970
H -4.071 -2.102 -6.638
H -5.383 -1.197 -4.747
H -4.312 0.330 -3.123
F 0.535 0.612 -0.507
F 2.842 -0.273 -2.834
Te 0.690 -2.162 -1.057
F -0.629 -2.048 -2.593
F -0.673 -3.418 -0.673
F 1.459 -3.356 -2.297
F 1.547 -3.308 0.202
O -0.603 -1.318 0.931
N -2.896 -1.275 -0.947
C -3.507 -2.255 -0.862
N -4.091 -3.410 -0.818
C -5.546 -3.506 -0.605
C -6.240 -3.677 -1.949
C -5.663 -4.882 -2.697
C -4.150 -4.739 -2.882
C -3.455 -4.534 -1.545
H -5.884 -2.618 -0.074
H -5.720 -4.374 0.035
H -6.084 -2.770 -2.542
H -7.313 -3.795 -1.789
H -6.153 -4.989 -3.665
H -5.874 -5.792 -2.124
H -3.933 -3.886 -3.533
H -3.738 -5.632 -3.355
H -2.396 -4.308 -1.656
H -3.554 -5.419 -0.913
*
```

Löwdin population analysis, charges in e, atoms 1 to 99: atom 1 (Re): 1.02, atom 2 (Te): 1.35, atom 3 (C): -0.52, atom 4 (C): -0.13, atom 5 (C): -0.16, atom 6 (N): 0.05, atom 7 (C): -0.16, atom 8 (C): -0.14, atom 9 (C): -0.87, atom 10 (P): 0.63, atom 11 (C): -0.36, atom 12 (C): -0.08, atom 13 (C): -0.07, atom 14 (C): -0.08, atom 15 (C): -0.07, atom 16 (C): -0.12, atom 17 (C): -0.29, atom 18 (C): -0.09, atom 19 (C): -0.09, atom 20 (C): -0.09, atom 21 (C): -0.07, atom 22 (C): -0.11, atom 23 (P): 0.95, atom 24 (C): -0.42, atom 25 (C): -0.10, atom 26 (C): -0.09, atom 27 (C): -0.10, atom 28 (C): -0.09, atom 29 (C): -0.15, atom 30 (C): -0.43, atom 31 (C): -0.20, atom 32 (C): -0.07, atom 33 (C): -0.20, atom 34 (C): -0.20, atom 35 (C): -0.08, atom 36 (H): 0.08, atom 37 (H): 0.10, atom 38 (H): 0.10, atom 39 (H): 0.09, atom 40 (H): 0.11, atom 41 (H): 0.11, atom 42 (H): 0.10, atom 43 (H): 0.11, atom 44 (H): 0.09, atom 45 (H): 0.08, atom 46 (H): 0.10, atom 47 (H): 0.10, atom 48 (H): 0.11, atom 49 (H): 0.08, atom 50 (H): 0.10, atom 51 (H): 0.10, atom 52 (H): 0.10, atom 53 (H): 0.10, atom 54 (H): 0.09, atom 55 (H): 0.07, atom 56 (H): 0.11, atom 57 (H): 0.14, atom 58 (H): 0.14, atom 59 (H): 0.11, atom 60 (S): 0.95, atom 61 (C): -0.52, atom 62 (C): -0.08, atom 63 (C): -0.06, atom 64 (C): -0.06, atom 65 (C): -0.09, atom 66 (C): -0.32, atom 67 (As): 1.28, atom 68 (C): -0.43, atom 69 (C): -0.18, atom 70 (C): -0.04, atom 71 (C): -0.09, atom 72 (C): -0.07, atom 73 (C): -0.10, atom 74 (C): -0.37, atom 75 (C): -0.10, atom 76 (C): -0.07, atom 77 (C): -0.08, atom 78 (C): -0.09, atom 79 (C): -0.12, atom 80 (H): 0.11, atom 81 (H): 0.11, atom 82 (H): 0.11, atom 83 (H): 0.08, atom 84 (H): 0.14, atom 85 (H): 0.11, atom 86 (H): 0.10, atom 87 (H): 0.10, atom 88 (H): 0.10, atom 89 (H): 0.08, atom 90 (H): 0.11, atom 91 (H): 0.10, atom 92 (H): 0.10, atom 93 (H): 0.10, atom 94 (F): -0.61, atom 95 (F): -0.43, atom 96 (Te): 1.85, atom 97 (F): -0.61, atom 98 (F): -0.44, atom 99 (F): -0.47

---

# 2
A molecular structure, C54H48GeN8O5RbS at a distorted geometry. Source: OMol25; level of theory: ωB97M-V/def2-TZVPD.

- Gap between HOMO and LUMO: 6.682 eV
- F_max: 0.03252 Eh/bohr
- ΔE to the lowest compared entry with this formula, charge and spin: 1.039 eV

Structure (ORCA input):
```
! wB97M-V def2-TZVPD RIJCOSX def2/J DEFGRID3
* xyz 1 1
Rb -1.106 0.968 -0.117
C -5.746 -5.830 -1.749
C -4.830 -4.653 -1.938
C -4.110 -4.124 -0.866
C -3.284 -3.026 -1.037
C -3.161 -2.445 -2.292
C -3.863 -2.957 -3.370
C -4.693 -4.052 -3.187
S -2.100 -1.034 -2.485
O -2.697 0.017 -1.680
O -1.974 -0.792 -3.901
N -0.728 -1.377 -1.766
C 0.071 -2.380 -2.235
C -0.274 -3.310 -3.224
C 0.427 -4.503 -3.423
C 1.502 -4.821 -2.642
C 1.982 -3.859 -1.734
C 3.042 -4.184 -0.864
C 3.502 -3.272 0.042
C 3.007 -1.979 -0.048
N 2.024 -1.622 -0.866
C 1.357 -2.588 -1.627
H -5.606 -6.288 -0.770
H -5.573 -6.593 -2.508
H -6.791 -5.525 -1.829
H -4.204 -4.579 0.113
H -2.727 -2.620 -0.199
H -3.760 -2.494 -4.344
H -5.245 -4.446 -4.033
H -1.154 -3.139 -3.823
H 0.061 -5.193 -4.173
H 1.999 -5.780 -2.701
H 3.465 -5.180 -0.919
H 4.284 -3.488 0.754
H 3.444 -1.184 0.531
C -3.241 -1.570 3.839
C -2.270 -1.249 2.883
N -1.726 -0.050 2.768
C -2.136 0.927 3.609
C -3.093 0.696 4.609
C -3.644 -0.594 4.709
C -3.487 1.756 5.493
C -2.956 2.987 5.370
C -1.993 3.271 4.344
C -1.446 4.555 4.171
C -0.553 4.775 3.157
C -0.216 3.701 2.319
N -0.702 2.487 2.461
C -1.578 2.261 3.461
H -3.646 -2.572 3.879
H -1.907 -1.997 2.185
H -4.385 -0.797 5.473
H -4.223 1.539 6.258
H -3.252 3.789 6.035
H -1.744 5.355 4.838
H -0.116 5.749 2.989
H 0.469 3.854 1.492
O 0.882 -0.395 1.950
C 1.354 -1.452 2.740
C 0.945 -2.845 2.289
C 1.460 -3.952 2.966
C 1.088 -5.218 2.559
C 0.212 -5.346 1.486
C -0.251 -4.193 0.882
N 0.100 -2.962 1.272
H -0.065 -0.230 2.150
H 1.043 -1.329 3.786
H 2.448 -1.385 2.750
H 2.140 -3.809 3.798
H 1.467 -6.095 3.068
H -0.110 -6.316 1.131
H -0.937 -4.247 0.039
N 1.453 0.324 -2.159
C 1.965 -0.156 -1.121
H 1.017 -0.334 -2.802
O 1.100 4.260 -3.789
C 0.184 5.223 -4.282
N -0.970 4.660 -4.924
C -2.207 4.411 -4.386
O -3.163 4.194 -5.100
C -2.389 4.457 -2.896
C -3.616 4.907 -2.419
C -3.859 4.869 -1.059
C -2.878 4.349 -0.228
N -1.706 3.896 -0.668
C -1.467 3.967 -1.980
H 1.359 3.671 -4.506
H 0.675 5.882 -4.999
H -0.113 5.812 -3.417
H -0.984 4.623 -5.933
H -4.362 5.257 -3.121
H -4.795 5.216 -0.643
H -3.043 4.288 0.844
H -0.506 3.593 -2.316
Ge 2.869 1.315 -0.041
C 3.711 0.897 1.668
C 3.103 1.354 2.838
C 3.674 1.116 4.079
C 4.868 0.411 4.176
C 5.499 -0.031 3.022
C 4.928 0.222 1.781
C 4.059 2.135 -1.327
C 3.603 3.255 -2.018
C 4.400 3.872 -2.973
C 5.663 3.371 -3.252
C 6.129 2.253 -2.572
C 5.331 1.642 -1.615
H 1.680 2.262 0.159
H 2.159 1.881 2.786
H 3.184 1.480 4.974
H 5.309 0.219 5.145
H 6.442 -0.560 3.084
H 5.461 -0.115 0.897
H 2.617 3.660 -1.826
H 4.028 4.746 -3.492
H 6.286 3.850 -3.997
H 7.114 1.859 -2.785
H 5.723 0.774 -1.099
*
```

Löwdin population analysis, charges in e, atoms 1 to 99: atom 1 (Rb): 0.88, atom 2 (C): -0.05, atom 3 (C): -0.26, atom 4 (C): -0.03, atom 5 (C): -0.06, atom 6 (C): -0.29, atom 7 (C): -0.05, atom 8 (C): -0.02, atom 9 (S): 0.54, atom 10 (O): -0.56, atom 11 (O): -0.29, atom 12 (N): -0.19, atom 13 (C): -0.29, atom 14 (C): 0.01, atom 15 (C): -0.04, atom 16 (C): -0.04, atom 17 (C): -0.15, atom 18 (C): 0.04, atom 19 (C): -0.01, atom 20 (C): -0.04, atom 21 (N): 0.07, atom 22 (C): -0.06, atom 23 (H): 0.07, atom 24 (H): 0.08, atom 25 (H): 0.09, atom 26 (H): 0.11, atom 27 (H): 0.10, atom 28 (H): 0.12, atom 29 (H): 0.12, atom 30 (H): 0.10, atom 31 (H): 0.12, atom 32 (H): 0.12, atom 33 (H): 0.13, atom 34 (H): 0.13, atom 35 (H): 0.07, atom 36 (C): -0.02, atom 37 (C): -0.10, atom 38 (N): 0.06, atom 39 (C): -0.13, atom 40 (C): -0.14, atom 41 (C): 0.01, atom 42 (C): -0.01, atom 43 (C): -0.01, atom 44 (C): -0.14, atom 45 (C): 0.00, atom 46 (C): -0.03, atom 47 (C): -0.15, atom 48 (N): 0.07, atom 49 (C): -0.15, atom 50 (H): 0.11, atom 51 (H): 0.10, atom 52 (H): 0.13, atom 53 (H): 0.12, atom 54 (H): 0.12, atom 55 (H): 0.12, atom 56 (H): 0.11, atom 57 (H): 0.09, atom 58 (O): -0.14, atom 59 (C): -0.20, atom 60 (C): -0.27, atom 61 (C): -0.02, atom 62 (C): -0.06, atom 63 (C): -0.05, atom 64 (C): -0.13, atom 65 (N): 0.12, atom 66 (H): 0.00, atom 67 (H): 0.14, atom 68 (H): 0.11, atom 69 (H): 0.12, atom 70 (H): 0.11, atom 71 (H): 0.11, atom 72 (H): 0.10, atom 73 (N): 0.15, atom 74 (C): -0.38, atom 75 (H): 0.06, atom 76 (O): -0.06, atom 77 (C): -0.24, atom 78 (N): 0.10, atom 79 (C): -0.43, atom 80 (O): 0.09, atom 81 (C): -0.10, atom 82 (C): 0.02, atom 83 (C): -0.03, atom 84 (C): -0.14, atom 85 (N): 0.01, atom 86 (C): -0.09, atom 87 (H): 0.10, atom 88 (H): 0.13, atom 89 (H): 0.13, atom 90 (H): 0.15, atom 91 (H): 0.13, atom 92 (H): 0.11, atom 93 (H): 0.11, atom 94 (H): 0.11, atom 95 (Ge): 1.05, atom 96 (C): -0.32, atom 97 (C): -0.12, atom 98 (C): -0.07, atom 99 (C): -0.07